The following is a DFT calculation (ωB97M-V/def2-TZVPD) of a molecular structure, C5H10O3Rb.

## Properties
<S²> = 0.754
E_tot = -446.2732 hartree
multiplicity = 2
molar mass = 203.6 Da
relative energy (zero: lowest compared OMol25 entry of this formula, charge and spin) = 0.0 kJ/mol
highest occupied orbital energy (spin up / spin down) = -7.986 / -7.986 eV

The geometry in XYZ format:
```
19
Properties=species:S:1:pos:R:3:mulliken_charge:R:1
O 1.37 -0.26 0.66 -0.257
Rb 0.94 2.07 -1.46 0.950
O 0.96 1.78 1.28 -0.773
C 0.98 0.59 1.69 0.614
O 0.47 0.08 2.70 -0.668
C 1.50 -1.66 0.91 -0.292
C 2.62 -2.18 0.04 -1.000
H 1.70 -1.81 1.98 0.317
H 0.55 -2.16 0.67 0.243
H 3.60 -1.83 0.41 0.269
H 2.62 -3.28 0.04 0.351
H 2.51 -1.84 -1.00 0.229
C -2.39 0.85 -1.48 -0.943
C -3.09 2.00 -0.84 -0.462
H -2.15 -0.10 -1.00 0.348
H -2.32 0.83 -2.57 0.380
H -2.43 2.87 -0.72 0.135
H -3.50 1.73 0.14 0.255
H -3.93 2.34 -1.47 0.304
```

---

The following is a DFT calculation (ωB97M-V/def2-TZVPD) of a molecular structure, C5H10O3Sn.

## Properties
<S²> = 0.754
net charge = -1
E_tot = -636.2675 hartree
multiplicity = 2
molar mass = 236.8 Da
highest occupied orbital energy (spin up / spin down) = -1.765 / -2.502 eV

The geometry in XYZ format:
```
19
Properties=species:S:1:pos:R:3:mulliken_charge:R:1
O 3.20 -0.09 -1.15 -0.911
C 2.59 0.10 0.06 -0.599
C 1.79 -1.18 0.34 -0.234
O 0.43 -0.94 0.68 -0.267
C -0.59 -1.23 -0.38 -0.074
C -1.84 -0.50 -0.14 -1.144
O -1.45 0.92 0.03 0.005
C -2.40 1.87 -0.39 -0.750
Sn -0.06 0.85 1.44 0.147
H 2.51 1.23 -0.04 0.313
H 2.83 0.35 1.14 0.170
H 2.25 -1.72 1.18 0.270
H 1.81 -1.95 -0.45 0.355
H -0.77 -2.32 -0.35 0.308
H -0.10 -0.96 -1.32 0.379
H -2.28 -0.80 0.83 0.202
H -1.98 2.87 -0.21 0.232
H -2.61 1.74 -1.46 0.307
H -3.33 1.76 0.18 0.292
```

---

The following is a DFT calculation (ωB97M-V/def2-TZVPD) of a molecular structure, C5H10O4.

## Properties
E_tot = -497.3455 hartree
multiplicity = 1
molar mass = 134.1 Da
relative energy (zero: lowest compared OMol25 entry of this formula, charge and spin) = 427.6 kJ/mol
highest occupied orbital energy = -8.641 eV

The geometry in XYZ format:
```
19
Properties=species:S:1:pos:R:3:mulliken_charge:R:1
C -1.84 1.01 -1.42 -0.145
C -0.44 0.99 0.70 -0.928
O -2.13 -0.19 -1.48 -0.556
O -1.25 0.19 1.50 -0.459
H -1.72 -0.44 0.94 0.427
H -0.92 -1.05 -1.07 0.484
H -1.00 1.44 -1.98 0.319
H -2.54 1.73 -0.97 0.361
H 0.41 1.33 1.28 0.400
H -0.89 1.94 0.38 0.391
C 0.70 -0.28 -0.34 0.808
C 1.78 -0.52 0.65 -0.404
C 1.71 -1.48 1.57 -0.790
O 1.16 0.41 -1.44 -0.551
O -0.07 -1.34 -0.58 -0.577
H 1.04 -0.13 -2.23 0.332
H 2.59 0.19 0.62 0.378
H 0.90 -2.19 1.58 0.229
H 2.51 -1.62 2.29 0.282
```

---

The following is a DFT calculation (ωB97M-V/def2-TZVPD) of a molecular structure, C5H10O5Pb.

## Properties
<S²> = 0.753
net charge = +1
E_tot = -765.2362 hartree
multiplicity = 2
molar mass = 357.3 Da
relative energy (zero: lowest compared OMol25 entry of this formula, charge and spin) = 34.9 kJ/mol
highest occupied orbital energy (spin up / spin down) = -10.302 / -12.162 eV

The geometry in XYZ format:
```
21
Properties=species:S:1:pos:R:3:mulliken_charge:R:1
C 0.68 1.09 1.21 -0.711
C 1.90 0.66 0.50 -0.205
O 1.79 -0.76 0.13 -0.194
C 2.82 -1.32 -0.44 0.964
O 3.89 -0.68 -0.69 -0.620
O 2.75 -2.54 -0.77 -0.622
O 0.70 2.39 1.59 -0.504
Pb 4.69 -2.45 -1.62 1.199
H 0.21 0.39 1.91 0.524
H 2.79 0.76 1.13 0.377
H 2.03 1.23 -0.43 0.304
H 0.09 2.56 2.34 0.379
H -1.25 0.80 0.14 -0.107
C -2.32 0.77 -0.50 -0.570
C -3.11 -0.50 -0.41 -0.226
O -2.43 -1.53 -1.13 -0.529
H -2.90 1.62 -0.10 0.374
H -2.06 1.02 -1.53 0.300
H -4.12 -0.36 -0.85 0.308
H -3.25 -0.81 0.64 0.262
H -2.94 -2.34 -1.11 0.297
```

---

The following is a DFT calculation (ωB97M-V/def2-TZVPD) of 2 unconnected molecules or ions with the total composition C5H10O7P2.

## Properties
net charge = -2
E_tot = -1405.8831 hartree
multiplicity = 1
molar mass = 244.1 Da
relative energy (zero: lowest compared OMol25 entry of this formula, charge and spin) = 461.4 kJ/mol
highest occupied orbital energy = -0.676 eV

The geometry in XYZ format:
```
24
Properties=species:S:1:pos:R:3:mulliken_charge:R:1
C -1.42 -0.80 0.49 -0.225
C -0.95 0.65 -0.09 0.314
C -0.83 -1.57 -0.63 0.335
C 0.38 0.34 -0.62 -0.666
C -1.86 -1.85 -1.78 -0.849
O 3.49 3.20 0.90 -0.709
O 1.19 2.75 2.00 -0.471
O 3.39 2.10 3.20 -0.697
O 0.26 -0.93 -1.19 -0.421
O -0.92 -1.06 1.74 -0.604
O -1.60 1.09 -1.11 -0.829
O -1.22 -2.54 -2.84 -0.589
P 2.24 0.13 1.13 -0.046
P 2.77 2.32 1.89 0.670
H -2.45 -0.75 0.56 0.420
H -0.96 1.35 0.93 0.114
H -0.60 -2.65 -0.26 0.129
H 0.59 1.11 -1.29 0.318
H -2.21 -0.93 -2.19 0.360
H -2.61 -2.53 -1.47 0.383
H -0.50 -0.26 2.03 0.372
H 0.90 2.62 1.08 0.326
H -0.50 -2.01 -2.84 0.359
H 3.41 0.21 0.36 0.006
```

---

The following is a DFT calculation (ωB97M-V/def2-TZVPD) of a molecular structure, C5H10OPW.

## Properties
<S²> = 2.013
net charge = +1
E_tot = -679.7972 hartree
multiplicity = 3
molar mass = 300.9 Da
relative energy (zero: lowest compared OMol25 entry of this formula, charge and spin) = 0.0 kJ/mol
highest occupied orbital energy (spin up / spin down) = -11.963 / -11.233 eV

The geometry in XYZ format:
```
18
Properties=species:S:1:pos:R:3:mulliken_charge:R:1
C 0.57 0.25 -1.97 -0.526
C -0.71 -0.39 -1.80 -0.426
C -0.49 -1.63 -1.11 -0.403
C 0.93 -1.76 -0.87 -0.377
C 1.59 -0.60 -1.40 -0.464
W 0.17 0.12 0.23 0.835
P -0.43 2.39 0.43 -0.210
H 0.75 1.16 -2.54 0.455
H -1.66 -0.02 -2.17 0.374
H -1.26 -2.34 -0.82 0.420
H 2.66 -0.40 -1.39 0.407
H 1.41 -2.58 -0.36 0.433
H -1.41 2.50 1.50 0.128
H -1.01 3.25 -0.58 0.178
H 0.64 3.20 0.94 0.150
O -0.24 -0.96 3.77 -0.646
H -0.71 -1.82 3.80 0.338
H -0.81 -0.39 4.33 0.335
```

---

The following is a DFT calculation (ωB97M-V/def2-TZVPD) of a single C5H10OS molecule.

## Properties
E_tot = -669.8280 hartree
multiplicity = 1
molar mass = 118.2 Da
relative energy (zero: lowest compared OMol25 entry of this formula, charge and spin) = 284.6 kJ/mol
highest occupied orbital energy = -8.218 eV

The geometry in XYZ format:
```
17
Properties=species:S:1:pos:R:3:mulliken_charge:R:1
C -1.02 1.37 -0.49 -0.780
C 0.22 0.50 -0.42 0.486
C -0.21 -0.72 0.39 -0.389
C 1.47 1.16 0.27 -1.369
C 0.23 -2.17 -0.07 -1.082
O -3.09 -0.05 0.76 -0.530
S -2.26 -0.15 -0.40 0.390
H -1.40 1.97 0.36 0.365
H -1.02 1.94 -1.48 0.356
H 0.61 0.30 -1.47 0.221
H -0.09 -0.68 1.51 0.325
H 2.01 1.89 -0.39 0.346
H 2.13 0.31 0.35 0.344
H 1.29 1.64 1.25 0.344
H 1.33 -2.18 0.06 0.281
H -0.07 -2.34 -1.04 0.389
H -0.15 -2.79 0.81 0.302
```

---

The following is a DFT calculation (ωB97M-V/def2-TZVPD) of a single C5H10OS molecule.

## Properties
E_tot = -669.8710 hartree
multiplicity = 1
molar mass = 118.2 Da
SMILES string = CO/C(C)=C\SC
relative energy (zero: lowest compared OMol25 entry of this formula, charge and spin) = 171.7 kJ/mol
highest occupied orbital energy = -7.898 eV

The geometry in XYZ format:
```
17
Properties=species:S:1:pos:R:3:mulliken_charge:R:1
C -2.04 1.55 -0.07 -0.735
O -1.08 0.71 -0.62 -0.336
C -0.87 -0.51 -0.03 0.710
C -2.03 -1.42 0.43 -1.093
C 0.36 -1.09 -0.07 -0.677
S 1.96 -0.35 -0.39 -0.110
C 1.99 1.06 0.76 -0.561
H -1.98 2.59 -0.46 0.227
H -3.10 1.25 -0.32 0.305
H -1.88 1.57 1.03 0.334
H -2.29 -2.12 -0.42 0.258
H -1.61 -2.06 1.25 0.344
H -2.87 -0.86 0.91 0.372
H 0.44 -2.12 0.16 0.342
H 0.97 1.53 0.71 0.121
H 2.76 1.79 0.33 0.265
H 2.34 0.77 1.81 0.234
```

---

The following is a DFT calculation (ωB97M-V/def2-TZVPD) of a single C5H10S molecule.

## Properties
E_tot = -594.5577 hartree
multiplicity = 1
molar mass = 102.2 Da
SMILES string = C/C=C(/C)CS
relative energy (zero: lowest compared OMol25 entry of this formula, charge and spin) = 360.7 kJ/mol
highest occupied orbital energy = -8.438 eV

The geometry in XYZ format:
```
16
Properties=species:S:1:pos:R:3:mulliken_charge:R:1
C 0.53 2.18 -0.44 -0.797
C 0.12 0.71 -0.95 -0.481
C 0.14 -0.53 -0.27 0.514
C -0.15 -1.73 -1.04 -0.994
C 0.07 -0.50 1.31 -0.814
S -1.85 -0.49 1.57 -0.178
H 0.27 2.89 -1.41 0.274
H -0.04 2.20 0.71 0.226
H 1.79 2.29 -0.36 0.196
H -0.07 0.65 -2.06 0.201
H 0.04 -1.66 -2.19 0.322
H 0.57 -2.54 -0.70 0.290
H -1.02 -2.33 -0.60 0.257
H 0.66 -1.33 1.66 0.412
H 0.52 0.42 1.72 0.424
H -1.57 -0.24 3.06 0.147
```

---

The following is a DFT calculation (ωB97M-V/def2-TZVPD) of a single C5H10S molecule.

## Properties
E_tot = -594.6410 hartree
multiplicity = 1
molar mass = 102.2 Da
SMILES string = CC1(C)C[C@@H]1S
relative energy (zero: lowest compared OMol25 entry of this formula, charge and spin) = 141.9 kJ/mol
highest occupied orbital energy = -8.957 eV

The geometry in XYZ format:
```
16
Properties=species:S:1:pos:R:3:mulliken_charge:R:1
C -2.23 -0.46 -0.61 -1.340
C -0.87 0.06 0.04 1.247
C -0.80 1.59 0.19 -1.340
C -0.33 -0.72 1.16 -0.914
C 0.35 -0.70 -0.20 -0.422
S 1.97 0.03 -0.32 -0.244
H -3.13 -0.33 0.05 0.271
H -2.08 -1.54 -0.79 0.352
H -2.43 0.09 -1.56 0.359
H 0.25 1.94 0.03 0.349
H -1.25 2.04 1.10 0.283
H -1.31 1.86 -0.72 0.373
H 0.09 -0.08 1.92 0.304
H -0.83 -1.68 1.43 0.257
H 0.22 -1.54 -0.80 0.358
H 2.22 0.14 0.91 0.107
```